1.
# C29H25AsCrF12NO2

A molecular structure, C29H25AsCrF12NO2 (the ωB97M-V functional and the def2-TZVPD basis, the Open Molecules 2025 dataset).

Each line ends with the Löwdin charge.
Geometry (Å):
Cr 0.465 1.806 -0.830  0.87
C -5.098 0.815 -4.873  -0.06
C -3.850 0.694 -4.033  -0.28
C -2.873 -0.260 -4.300  -0.05
C -1.761 -0.369 -3.498  -0.02
C -1.555 0.456 -2.373  -0.21
N -0.407 0.303 -1.616  -0.06
C 0.186 -0.937 -1.421  -0.23
C -0.625 -2.068 -1.200  -0.02
C -0.096 -3.322 -0.995  -0.05
C 1.283 -3.522 -0.993  -0.28
C 1.876 -4.897 -0.807  -0.06
C 2.090 -2.412 -1.161  0.00
C 1.588 -1.122 -1.356  -0.06
C 2.593 0.031 -1.615  -0.36
O 2.085 1.270 -1.810  -0.21
C 3.620 0.182 -0.422  -0.52
F 3.976 -0.934 0.233  0.14
F 3.083 0.998 0.518  0.10
F 4.759 0.777 -0.817  0.15
C 3.431 -0.339 -2.890  -0.54
F 3.994 0.732 -3.451  0.15
F 2.662 -0.910 -3.831  0.15
F 4.435 -1.213 -2.628  0.13
C -2.521 1.455 -2.121  -0.06
C -3.642 1.533 -2.951  0.00
C -2.453 2.369 -0.877  -0.35
O -1.238 2.606 -0.311  -0.27
C -3.380 1.692 0.192  -0.56
F -4.633 1.437 -0.243  0.13
F -3.512 2.441 1.298  0.12
F -2.863 0.508 0.555  0.12
C -3.044 3.795 -1.183  -0.54
F -2.657 4.685 -0.262  0.15
F -2.600 4.249 -2.370  0.15
F -4.394 3.872 -1.219  0.12
H -5.406 -0.157 -5.261  0.07
H -4.941 1.484 -5.725  0.07
H -5.918 1.226 -4.283  0.07
H -2.992 -0.934 -5.144  0.11
H -0.998 -1.104 -3.723  0.12
H -1.698 -1.919 -1.194  0.12
H -0.762 -4.162 -0.826  0.11
H 1.196 -5.665 -1.179  0.07
H 2.064 -5.108 0.250  0.08
H 2.824 -4.986 -1.338  0.07
H 3.161 -2.563 -1.143  0.11
H -4.413 2.261 -2.738  0.11
C -0.395 1.555 4.571  -0.33
As -0.498 1.513 2.593  1.21
C 0.990 2.781 2.313  -0.31
C 0.486 -0.211 2.284  -0.32
C 1.354 -0.671 3.409  -0.31
C 2.675 -0.245 3.558  -0.05
C 3.458 -0.700 4.611  -0.09
C 2.942 -1.591 5.541  -0.11
C 1.624 -2.010 5.415  -0.10
C 0.843 -1.549 4.367  -0.07
H 0.605 1.398 4.979  0.02
H -1.066 0.795 4.971  0.01
H -0.772 2.529 4.888  0.01
H 1.923 2.447 2.765  0.02
H 0.707 3.744 2.738  0.03
H 1.152 2.937 1.244  -0.01
H 1.050 -0.069 1.363  0.04
H -0.291 -0.948 2.078  0.07
H 3.105 0.428 2.831  0.09
H 4.484 -0.361 4.691  0.10
H 3.561 -1.959 6.350  0.09
H 1.207 -2.707 6.132  0.10
H -0.186 -1.881 4.272  0.11

Forces on the atoms, in the same order (eV/Å):
Cr -0.05 0.45 -0.47
C 0.15 0.08 0.02
C -0.13 0.00 0.04
C -0.03 -0.06 0.04
C 0.08 0.01 0.02
C 0.00 -0.09 0.00
N -0.30 -0.44 0.07
C 0.06 0.03 -0.15
C 0.01 0.04 0.01
C -0.03 0.03 0.00
C 0.04 -0.13 -0.04
C -0.07 0.14 0.13
C -0.09 0.03 0.07
C 0.01 0.14 0.02
C 0.29 -0.02 0.05
O -0.21 0.04 0.34
C -0.06 0.12 0.04
F 0.05 -0.04 -0.06
F -0.04 -0.09 0.04
F -0.02 0.04 -0.01
C -0.07 0.05 -0.07
F 0.04 -0.01 0.03
F -0.03 0.05 0.00
F -0.04 -0.07 0.01
C 0.04 0.07 0.04
C 0.08 -0.05 -0.08
C -0.30 0.06 0.19
O 0.28 -0.21 -0.29
C 0.10 -0.03 0.05
F 0.04 0.01 -0.03
F 0.02 0.03 -0.02
F 0.01 0.03 0.00
C 0.14 0.05 -0.03
F -0.03 -0.01 0.02
F 0.03 0.00 0.03
F -0.04 -0.06 -0.04
H -0.02 0.02 -0.01
H -0.03 -0.04 -0.01
H -0.02 -0.02 -0.03
H 0.02 0.02 0.00
H -0.04 -0.02 -0.01
H 0.01 -0.02 -0.01
H 0.00 0.01 -0.04
H 0.04 -0.02 -0.02
H 0.02 -0.02 -0.02
H 0.00 -0.03 0.00
H -0.01 0.00 -0.06
H 0.03 0.02 0.03
C -0.09 0.03 -0.06
As 0.09 -0.03 0.46
C 0.00 -0.17 0.02
C -0.05 0.16 0.13
C 0.04 -0.07 -0.01
C -0.03 -0.04 0.01
C 0.00 0.03 -0.02
C -0.01 0.03 -0.02
C 0.00 0.01 0.02
C 0.00 -0.01 -0.06
H 0.00 0.00 -0.09
H 0.04 -0.01 0.01
H 0.02 0.01 0.01
H -0.01 -0.01 0.00
H -0.05 0.00 -0.01
H 0.08 0.07 -0.03
H 0.04 -0.06 -0.03
H 0.00 0.00 -0.05
H 0.00 0.00 -0.06
H -0.01 -0.02 0.01
H -0.01 0.01 0.01
H -0.01 0.01 -0.01
H 0.02 -0.03 0.01

Calculated values
- Net charge: -1
- E_HOMO (spin up / spin down): -4.01 / -4.30 eV
- 2S+1: 5
- Gap between HOMO and LUMO (spin up / spin down): 6.7 / 6.9 eV
- E_LUMO (spin up / spin down): 2.65 / 2.63 eV



2.
# C29H25BN9O5Sn

A molecular structure, C29H25BN9O5Sn (the ωB97M-V functional and the def2-TZVPD basis, the Open Molecules 2025 dataset).

Each line ends with the natural charge from an NBO analysis.
Geometry (Å):
Sn 0.481 -0.547 -0.308  2.15
C -0.156 -3.395 -3.660  -0.33
C 0.501 -2.302 -3.103  0.02
N 0.259 -2.258 -1.794  -0.38
N -0.556 -3.282 -1.487  -0.30
C -0.817 -3.984 -2.596  0.03
B -0.998 -3.547 -0.042  0.52
N 0.244 -3.465 0.854  -0.30
C 0.699 -4.365 1.732  0.03
C 1.841 -3.863 2.333  -0.33
C 2.020 -2.609 1.757  0.01
N 1.054 -2.390 0.863  -0.41
N -1.958 -2.424 0.383  -0.31
C -3.254 -2.469 0.713  0.03
C -3.688 -1.183 0.991  -0.32
C -2.566 -0.380 0.808  0.02
N -1.534 -1.147 0.457  -0.40
H -0.147 -3.712 -4.687  0.25
H 1.141 -1.566 -3.563  0.23
H -1.453 -4.853 -2.566  0.24
H -1.522 -4.613 0.050  -0.01
H 0.191 -5.301 1.894  0.24
H 2.451 -4.348 3.074  0.25
H 2.763 -1.852 1.948  0.24
H -3.794 -3.400 0.736  0.24
H -4.674 -0.871 1.284  0.25
H -2.440 0.685 0.930  0.25
O -2.298 4.031 -1.958  -0.66
C -3.058 3.088 -2.533  0.36
C -4.301 3.477 -3.031  -0.27
C -5.163 2.553 -3.580  -0.15
C -4.798 1.206 -3.669  -0.26
C -3.566 0.816 -3.201  -0.14
C -2.674 1.742 -2.636  -0.20
C -1.397 1.221 -2.162  0.63
O -1.211 -0.007 -1.973  -0.70
N -0.388 2.098 -1.981  -0.45
N 0.721 1.556 -1.585  -0.19
C 1.901 2.022 -1.594  0.00
C 3.011 1.177 -1.192  0.19
C 4.309 1.671 -1.153  -0.21
C 5.350 0.812 -0.852  -0.11
C 5.078 -0.525 -0.591  -0.25
C 3.762 -0.938 -0.627  0.08
N 2.761 -0.108 -0.929  -0.51
H -1.470 3.643 -1.624  0.51
H -4.569 4.524 -2.974  0.23
H -6.129 2.870 -3.949  0.22
H -5.466 0.481 -4.114  0.22
H -3.244 -0.214 -3.272  0.23
H 2.114 3.017 -1.977  0.21
H 4.492 2.718 -1.349  0.24
H 6.370 1.173 -0.830  0.24
H 5.866 -1.229 -0.367  0.24
H 3.486 -1.968 -0.437  0.22
O 2.166 0.091 3.843  -0.67
C 1.627 1.317 4.089  0.42
C 1.848 1.933 5.319  -0.32
C 1.323 3.182 5.593  -0.15
C 0.537 3.828 4.649  -0.25
C 0.303 3.221 3.432  -0.12
C 0.847 1.974 3.127  -0.27
C 0.529 1.401 1.780  0.80
O -0.304 1.921 1.048  -0.65
O 1.192 0.328 1.449  -0.80
H 2.589 -0.228 4.648  0.48
H 2.446 1.414 6.061  0.21
H 1.534 3.649 6.546  0.23
H 0.103 4.794 4.865  0.23
H -0.317 3.707 2.691  0.24

Forces on the atoms, in the same order (eV/Å):
Sn -0.68 0.46 -1.13
C 0.05 0.08 0.04
C 0.02 -0.09 0.03
N 0.42 0.81 0.25
N 0.02 -0.26 -0.17
C 0.06 0.09 -0.15
B -0.19 0.07 0.03
N 0.15 -0.41 0.12
C 0.17 0.06 0.12
C 0.02 0.01 -0.05
C -0.09 -0.08 0.07
N 0.20 0.72 -0.13
N -0.14 -0.02 0.14
C -0.12 0.21 0.01
C 0.09 0.02 -0.03
C -0.10 -0.08 0.14
N 0.77 0.46 -0.06
H -0.01 -0.01 0.00
H -0.08 0.04 -0.03
H 0.03 -0.02 0.08
H -0.04 -0.01 0.01
H -0.06 0.02 -0.10
H 0.00 0.04 0.02
H -0.06 0.02 0.06
H 0.08 -0.05 -0.04
H 0.00 -0.01 0.01
H 0.01 -0.02 -0.07
O -0.13 0.26 0.13
C 0.23 -0.15 0.01
C -0.12 0.19 0.00
C 0.12 -0.16 -0.02
C -0.02 0.00 -0.04
C 0.02 0.09 0.03
C -0.27 -0.31 0.02
C 0.69 -0.09 0.15
O 0.14 -0.51 0.56
N -0.12 1.66 -0.43
N -0.03 -2.48 1.33
C -0.20 0.94 -0.39
C 0.21 -0.11 0.04
C 0.13 0.03 0.02
C -0.01 -0.08 0.02
C -0.04 0.09 -0.05
C 0.01 -0.14 -0.14
N -0.66 -0.64 0.48
H 0.08 -0.10 -0.28
H 0.00 -0.01 0.07
H 0.02 0.05 -0.01
H -0.03 0.02 0.01
H -0.03 -0.01 0.03
H -0.04 0.01 0.00
H -0.05 -0.01 -0.07
H -0.02 0.05 0.02
H -0.02 -0.02 0.01
H 0.01 0.02 0.01
O -0.06 -0.05 -0.11
C 0.04 0.15 0.19
C 0.05 -0.04 -0.04
C 0.03 -0.10 0.00
C -0.08 0.12 -0.06
C 0.00 0.07 0.16
C 0.07 -0.34 -0.38
C -0.08 0.69 0.69
O -0.13 -0.54 -0.20
O -0.27 -0.63 -0.97
H 0.00 0.08 0.05
H 0.01 0.04 0.01
H -0.05 -0.01 0.01
H 0.04 0.01 0.00
H 0.02 -0.05 -0.05

Calculated values
- Net charge: +1
- E_HOMO: -10.40 eV
- ΔE to the lowest compared entry with this formula, charge and spin: 0.0000 eV
- Gap between HOMO and LUMO: 6.7 eV
- E_LUMO: -3.66 eV



3.
# C29H25BrClLiN6O2P

A molecular structure, C29H25BrClLiN6O2P (the ωB97M-V functional and the def2-TZVPD basis, the Open Molecules 2025 dataset).

Each line ends with the natural charge from an NBO analysis.
Geometry (Å):
Li 0.594 -0.143 0.218  0.79
C -3.239 -4.528 0.745  -0.40
N -2.034 -3.792 1.051  -0.35
C -1.145 -4.061 2.059  -0.11
C -0.161 -3.111 1.964  -0.07
N -0.422 -2.282 0.922  -0.41
C -1.541 -2.697 0.384  0.06
P -2.353 -1.949 -1.062  0.69
C -2.456 -0.240 -0.449  0.07
N -1.439 0.423 0.039  -0.44
C -1.879 1.680 0.302  -0.06
C -3.203 1.781 -0.028  -0.10
N -3.566 0.557 -0.532  -0.35
C -4.894 0.162 -0.943  -0.39
C -0.870 -1.743 -2.093  0.08
N 0.317 -1.398 -1.661  -0.44
C 1.122 -1.333 -2.752  -0.06
C 0.408 -1.650 -3.876  -0.09
N -0.871 -1.895 -3.453  -0.34
C -1.994 -2.248 -4.289  -0.40
H -3.327 -5.366 1.433  0.21
H -4.121 -3.894 0.848  0.20
H -3.208 -4.913 -0.275  0.21
H -1.298 -4.879 2.743  0.20
H 0.708 -2.968 2.586  0.23
H -1.212 2.425 0.705  0.23
H -3.893 2.606 0.014  0.20
H -5.588 0.967 -0.714  0.21
H -4.935 -0.047 -2.013  0.20
H -5.207 -0.732 -0.403  0.20
H 2.156 -1.043 -2.664  0.22
H 0.673 -1.675 -4.919  0.20
H -1.661 -2.314 -5.322  0.21
H -2.410 -3.211 -3.991  0.20
H -2.778 -1.494 -4.223  0.21
Br 2.976 -1.547 0.629  0.03
C 3.191 -0.886 2.420  -0.03
C 4.370 -1.198 3.041  -0.30
C 4.587 -0.776 4.365  -0.24
C 3.614 -0.077 5.022  -0.20
C 2.383 0.229 4.392  -0.08
C 1.361 0.899 5.096  -0.27
C 0.154 1.114 4.486  -0.20
C -0.053 0.712 3.152  -0.32
C 0.903 0.107 2.347  -0.37
C 2.135 -0.162 3.032  -0.06
H 5.125 -1.768 2.515  0.21
H 5.523 -1.018 4.856  0.20
H 3.757 0.245 6.049  0.19
H 1.547 1.221 6.116  0.19
H -0.642 1.614 5.032  0.18
H -1.042 0.902 2.733  0.18
Cl 3.515 6.989 -3.565  -0.05
C 2.702 5.522 -3.066  -0.04
C 1.644 5.045 -3.823  -0.26
C 1.013 3.876 -3.423  -0.19
C 1.428 3.189 -2.290  -0.07
C 2.488 3.692 -1.546  -0.18
C 3.132 4.861 -1.928  -0.26
C 0.716 1.889 -1.869  0.75
O -0.244 1.535 -2.581  -0.76
O 1.187 1.342 -0.840  -0.79
H 1.322 5.584 -4.705  0.21
H 0.181 3.469 -3.983  0.23
H 2.796 3.145 -0.664  0.25
H 3.956 5.259 -1.351  0.22

Forces on the atoms, in the same order (eV/Å):
Li -0.24 -0.15 0.09
C -0.04 0.01 -0.04
N 0.08 0.06 -0.09
C 0.02 0.05 0.06
C -0.08 -0.14 0.09
N -0.09 -0.01 -0.04
C -0.09 -0.19 0.06
P 0.09 0.09 0.07
C -0.08 0.11 -0.14
N -0.05 -0.04 0.11
C -0.13 0.06 0.03
C 0.10 0.09 -0.13
N 0.04 -0.09 0.22
C 0.00 -0.06 -0.04
C -0.01 0.03 -0.20
N 0.13 -0.06 0.00
C 0.01 -0.09 -0.14
C 0.03 0.17 0.00
N 0.06 -0.12 0.12
C -0.10 -0.01 0.02
H 0.02 0.01 0.02
H 0.00 -0.02 0.02
H -0.01 -0.01 0.01
H -0.01 0.01 -0.01
H -0.02 0.00 0.00
H -0.04 0.00 -0.02
H -0.02 -0.04 0.01
H 0.01 0.02 -0.01
H 0.02 0.03 0.00
H -0.03 0.01 -0.01
H -0.03 0.02 -0.04
H -0.01 -0.01 0.02
H 0.03 0.01 0.00
H -0.01 0.00 -0.02
H 0.02 0.01 -0.02
Br 0.06 0.11 0.20
C 0.30 -0.20 -0.13
C -0.05 -0.01 -0.15
C -0.03 0.06 0.13
C 0.06 -0.01 0.02
C 0.01 -0.10 -0.19
C -0.13 0.08 0.05
C 0.10 0.00 0.09
C 0.02 -0.07 -0.18
C 0.15 0.13 0.14
C -0.15 0.09 0.24
H 0.00 0.01 0.00
H 0.00 0.01 0.00
H 0.04 -0.02 -0.01
H -0.01 -0.02 0.00
H 0.00 -0.01 0.01
H 0.01 0.06 0.02
Cl 0.03 0.07 -0.01
C -0.04 -0.08 0.02
C 0.00 0.01 0.01
C -0.01 0.02 -0.03
C -0.09 -0.15 0.02
C 0.01 0.00 0.00
C 0.02 0.03 0.01
C -0.01 0.15 -0.02
O 0.10 -0.03 0.08
O 0.03 0.13 -0.28
H 0.02 0.01 0.00
H 0.01 -0.01 0.01
H -0.01 -0.01 -0.01
H 0.00 0.00 -0.01

Calculated values
- Net charge: -1
- E_HOMO: -3.62 eV
- ΔE to the lowest compared entry with this formula, charge and spin: 0.1949 eV
- Gap between HOMO and LUMO: 5.9 eV
- E_LUMO: 2.24 eV



| no. | molar mass (Da) |
| --- | --- |
| 1 | 774.42 |
| 2 | 709.10 |
| 3 | 642.83 |